Entry 1:
A 19-piece molecular cluster, C28H101N7O19 overall at a distorted geometry. Source: the OMol25 dataset; level of theory: wB97M-V/def2-TZVPD.

Last column: Mulliken charge in e.
Geometry (Å):
C  6.8725  -12.0014  -14.0776  -1.00
C  7.4652  -12.9729  -13.0505  0.94
C  6.8128  -12.7632  -11.6390  -1.13
O  7.1141  -11.4222  -11.3306  -0.10
C  6.4562  -10.8476  -10.2336  -0.92
N  7.2028  -14.3502  -13.3947  -0.79
H  6.9361  -10.9532  -13.7857  0.26
H  5.8262  -12.1066  -14.3646  0.41
H  7.4035  -11.9503  -15.0281  -0.05
H  8.5545  -12.9794  -13.0879  0.13
H  7.2370  -13.2992  -10.7900  0.49
H  5.7268  -12.8308  -11.7027  0.43
H  5.5699  -10.2808  -10.5189  0.21
H  7.1887  -10.2724  -9.6674  0.20
H  6.1527  -11.6806  -9.5995  0.47
H  7.6090  -14.9947  -12.7315  0.25
H  7.4573  -14.7137  -14.3019  0.22
C  8.1929  -5.2578  -8.4943  -1.02
C  9.3544  -5.5199  -7.4783  0.55
C  10.4825  -6.3762  -8.0903  -0.70
O  10.0844  -7.5392  -8.6850  -0.35
C  11.1320  -8.5360  -8.9686  -0.67
N  9.9304  -4.2991  -6.9285  -0.70
H  8.5781  -4.7886  -9.3996  0.07
H  7.5033  -4.4859  -8.1527  0.44
H  7.6176  -6.1759  -8.6133  0.31
H  8.9900  -6.1350  -6.6556  0.21
H  11.2721  -6.5848  -7.3684  0.34
H  11.0004  -5.7592  -8.8246  0.15
H  10.7081  -9.3286  -9.5851  0.29
H  11.5624  -8.9726  -8.0674  0.44
H  11.9939  -8.0377  -9.4123  0.23
H  9.3208  -3.5171  -7.1210  0.26
H  10.7878  -3.9578  -7.3390  0.24
C  10.6760  -4.5749  -11.8973  -1.06
C  9.4758  -5.0026  -12.8280  0.93
C  8.4812  -6.1062  -12.2533  -0.57
O  7.6468  -6.6069  -13.2761  -0.32
C  6.4886  -7.2482  -12.7387  -0.96
N  8.7412  -3.7848  -13.2144  -0.69
H  10.2603  -4.3928  -10.9063  0.09
H  11.1604  -3.6777  -12.2826  0.43
H  11.4456  -5.3301  -11.7377  0.22
H  9.9157  -5.4246  -13.7316  -0.28
H  7.9643  -5.8373  -11.3321  0.32
H  9.0567  -7.0185  -12.0963  0.23
H  5.8727  -7.5229  -13.5950  0.37
H  5.8231  -6.7154  -12.0595  0.34
H  6.7502  -8.1422  -12.1726  0.38
H  9.4160  -3.2785  -13.7699  0.29
H  8.4809  -3.2989  -12.3681  0.27
C  6.4218  -15.5894  -18.2273  -1.37
C  7.0918  -14.3108  -18.8921  0.31
C  6.9450  -13.1195  -17.9364  0.09
O  5.5839  -12.8383  -17.6382  -0.44
C  5.0975  -11.4093  -17.5110  -0.62
N  8.4377  -14.6751  -19.2073  -0.51
H  6.1746  -16.3956  -18.9179  0.37
H  5.5392  -15.4181  -17.6110  0.32
H  7.1075  -16.0331  -17.5054  0.29
H  6.6172  -14.1216  -19.8549  0.38
H  7.3395  -12.2171  -18.4034  0.28
H  7.6356  -13.2551  -17.1041  -0.16
H  5.5914  -10.8856  -16.6926  0.22
H  4.0315  -11.4792  -17.2946  0.27
H  5.1695  -10.8907  -18.4671  0.29
H  8.4621  -15.5432  -19.7229  0.23
H  8.9256  -13.9398  -19.6986  0.14
C  13.6743  -10.0396  -5.5307  -1.30
C  13.0814  -11.1231  -6.3199  0.58
C  13.6259  -11.3558  -7.7649  -0.53
O  12.9716  -12.3070  -8.5742  -0.45
C  13.0790  -12.0520  -10.0498  -0.40
N  13.2285  -12.2967  -5.5653  -0.70
H  14.7439  -10.2247  -5.6296  0.25
H  13.3707  -10.0380  -4.4838  0.37
H  13.4963  -9.0174  -5.8646  0.21
H  12.0610  -10.7916  -6.5121  0.23
H  14.7007  -11.4586  -7.9146  0.57
H  13.4918  -10.3412  -8.1402  0.03
H  14.0953  -12.1692  -10.4259  0.30
H  12.7130  -11.0468  -10.2588  0.04
H  12.4698  -12.7923  -10.5684  0.28
H  13.1761  -12.9761  -6.3108  0.30
H  12.5166  -12.5348  -4.8896  0.25
C  10.7402  -11.1990  -19.4906  -1.21
C  9.8933  -11.5089  -20.7944  0.78
C  10.3123  -10.6615  -22.0235  -0.92
O  9.4937  -10.8075  -23.1309  -0.41
C  8.2927  -10.0508  -23.1225  -0.68
N  9.9905  -12.9168  -21.1837  -0.63
H  11.0071  -10.1613  -19.2904  0.19
H  11.7290  -11.6557  -19.4481  0.39
H  10.1478  -11.5401  -18.6416  0.32
H  8.8628  -11.2182  -20.5907  -0.04
H  11.3271  -10.9838  -22.2566  0.48
H  10.2105  -9.6363  -21.6675  0.33
H  8.3580  -8.9775  -22.9443  0.30
H  7.7344  -10.3629  -22.2399  0.25
H  7.6373  -10.1672  -23.9856  0.31
H  9.8402  -12.8619  -22.1810  0.27
H  10.9557  -13.2104  -21.1345  0.24
C  18.4786  -9.7296  -7.9397  -1.78
C  17.0412  -9.6971  -8.2862  1.29
C  16.5413  -8.4069  -8.9726  -0.84
O  15.2978  -8.5400  -9.5680  -0.19
C  14.8753  -7.3856  -10.3223  -0.73
N  16.7247  -10.8525  -9.1621  -0.67
H  18.6733  -8.9269  -7.2286  0.39
H  19.1515  -9.3662  -8.7165  0.38
H  18.8873  -10.6963  -7.6452  0.42
H  16.4596  -9.9472  -7.3989  -0.27
H  17.2629  -8.2897  -9.7811  0.36
H  16.5299  -7.5532  -8.2950  0.43
H  13.8605  -7.6111  -10.6499  0.05
H  15.5695  -7.2508  -11.1519  0.39
H  14.9097  -6.5105  -9.6733  0.32
H  15.8186  -10.5162  -9.4553  0.08
H  17.2835  -10.7844  -10.0007  0.34
O  15.3779  -9.5612  -14.9345  -0.67
H  14.7878  -9.8250  -15.6405  0.37
H  14.8644  -9.6799  -14.1355  0.31
O  14.5869  -6.7476  -14.5448  -0.57
H  14.9919  -7.5572  -14.8561  0.33
H  15.0899  -6.0504  -14.9656  0.29
O  10.5127  -10.5609  -14.1372  -0.32
H  10.2207  -10.4287  -15.0392  0.22
H  11.1577  -9.8692  -13.9899  0.04
O  9.8952  -11.4242  -11.6380  -0.53
H  8.9738  -11.1733  -11.5733  0.24
H  10.1927  -11.0350  -12.4604  0.47
O  9.8139  -14.7826  -16.8126  -0.66
H  10.4174  -15.4652  -17.1060  0.19
H  9.1260  -14.7682  -17.4781  0.37
O  12.1273  -13.6050  -15.8828  -0.62
H  12.5040  -14.4606  -15.6771  0.23
H  11.2000  -13.7826  -16.0400  0.41
O  7.7768  -7.7937  -16.3285  -0.64
H  8.4666  -7.1410  -16.4482  0.39
H  7.5205  -7.7064  -15.4104  0.36
O  11.5834  -7.8204  -19.5062  -0.62
H  11.3463  -7.3227  -20.2887  0.28
H  10.9903  -7.4978  -18.8277  0.32
O  10.1971  -9.0852  -16.3828  -0.22
H  9.5515  -8.4117  -16.5968  0.12
H  10.9312  -8.6021  -16.0035  0.12
O  13.2699  -10.9870  -16.2447  -0.58
H  12.6110  -10.5916  -16.8154  0.23
H  12.8908  -11.8270  -15.9864  0.32
O  9.6198  -6.1384  -16.8767  -0.63
H  9.2986  -5.2413  -16.9686  0.29
H  10.5096  -6.0411  -16.5377  0.21
O  12.3706  -7.8246  -15.5370  -0.52
H  13.3118  -7.9816  -15.6119  0.16
H  12.3024  -6.9313  -15.2000  0.20

Multiplicity: 1
Total charge: 0
Relative energy (zero: lowest compared OMol25 entry of this formula, charge and spin) (kcal per mole): 101.4



Entry 2:
A 2-piece molecular cluster, C20H29FO5P overall at a distorted geometry. Source: the OMol25 dataset; level of theory: wB97M-V/def2-TZVPD.

Last column: natural (NBO) charge in e.
Geometry (Å):
C  4.4395  -1.7943  -1.8036  -0.61
C  3.5571  -0.5112  -1.6826  -0.42
C  2.9825  -0.4346  -0.2605  -0.20
C  1.8964  -1.5332  -0.1254  -0.62
C  2.4223  0.9518  0.1334  -0.34
C  3.0841  2.2236  -0.3763  0.81
O  4.1482  2.4423  -0.9022  -0.56
O  2.1877  3.2214  -0.0514  -0.54
C  1.0041  2.7092  0.5616  0.40
F  0.0331  3.5936  0.1026  -0.37
P  1.1026  2.9156  2.4214  0.70
C  1.8802  4.5738  2.7356  -0.92
C  -0.6597  3.1162  2.9956  -0.69
C  -1.1533  1.7772  3.5982  -0.62
C  0.9119  1.2676  0.0320  -0.31
C  0.2548  1.2899  -1.3488  -0.07
O  -0.2557  0.0359  -1.7915  -0.52
C  -1.2352  -0.5039  -0.9718  0.35
C  -2.0919  0.2244  -0.1864  -0.34
C  -3.0042  -0.4163  0.6126  -0.21
C  -3.0740  -1.7755  0.6369  -0.21
C  -2.2465  -2.5134  -0.1764  -0.15
C  -1.3399  -1.8719  -0.9701  -0.29
H  4.3788  -2.2449  -2.7939  0.21
H  4.2208  -2.5286  -1.0302  0.20
H  5.4802  -1.4921  -1.6511  0.20
H  2.7731  -0.6044  -2.4384  0.20
H  4.2136  0.3176  -1.9387  0.23
H  3.7667  -0.7239  0.4437  0.20
H  1.1990  -1.3417  0.6876  0.21
H  2.4032  -2.4661  0.1352  0.21
H  1.4113  -1.7114  -1.0793  0.23
H  2.6534  1.0074  1.2086  0.26
H  1.8582  5.1959  1.8381  0.24
H  1.2550  5.0863  3.4690  0.23
H  2.8839  4.4689  3.1361  0.24
H  -0.6855  3.9192  3.7346  0.22
H  -1.3073  3.4472  2.1804  0.23
H  -1.9776  1.9756  4.2822  0.21
H  -1.4832  1.1243  2.7870  0.22
H  -0.3105  1.2885  4.0858  0.21
H  0.4119  0.6673  0.7918  0.25
H  -0.5570  2.0129  -1.4114  0.20
H  1.0193  1.5772  -2.0750  0.20
H  -2.0442  1.3072  -0.2022  0.20
H  -3.6807  0.1475  1.2441  0.20
H  -3.7666  -2.3070  1.2754  0.23
H  -2.2634  -3.5931  -0.2135  0.27
H  -0.6826  -2.4355  -1.6208  0.21
C  -5.2432  -4.4925  -3.2209  -0.73
C  -5.0040  -4.3738  -1.6996  0.76
O  -3.9100  -4.8207  -1.2764  -0.81
O  -5.9309  -3.8411  -1.0524  -0.79
H  -4.3956  -4.9647  -3.7203  0.19
H  -6.1376  -5.0906  -3.4088  0.20
H  -5.3927  -3.4991  -3.6495  0.20

Multiplicity: 1
Total charge: -1
Energy (hartree): -1596.95723



Entry 3:
An isolated ion of composition CH8N5O and charge +1 at a distorted geometry. Source: the OMol25 dataset; level of theory: wB97M-V/def2-TZVPD.

Last column: natural (NBO) charge in e.
Geometry (Å):
N  -2.8143  0.3626  0.1968  -0.72
C  -1.6696  0.1254  -0.3412  0.26
N  -0.9294  -0.8224  0.0703  -0.31
N  0.6390  -0.8265  -0.5708  0.09
N  1.5475  -1.5069  0.1215  -0.60
O  1.1443  0.7350  -0.7072  -0.26
N  1.6182  1.2049  0.4492  -0.50
H  -3.2971  1.1950  0.0239  0.42
H  -3.1809  -0.3194  0.8532  0.42
H  -1.5848  0.7967  -1.1704  0.22
H  0.7697  -1.1341  -1.4698  0.40
H  2.4913  -1.5115  -0.2333  0.41
H  1.5385  -1.4140  1.1396  0.42
H  2.5844  1.2431  0.5779  0.37
H  1.1431  1.8720  1.0604  0.39

SMILES: N/C=N/[N@H+](N)ON
Multiplicity: 1
Total charge: +1
Relative energy (zero: lowest compared OMol25 entry of this formula, charge and spin) (kcal per mole): 91.7



Entry 4:
One molecule with the formula C18H24N2O6S2. Source: the OMol25 dataset; level of theory: wB97M-V/def2-TZVPD.

Last column: natural (NBO) charge in e.
Geometry (Å):
C  3.7367  2.1001  -0.5316  -0.27
O  3.5095  1.3074  0.6161  -0.55
C  4.5215  1.3662  1.5868  -0.06
C  5.8280  0.6578  1.2035  -0.27
N  5.6056  -0.7688  1.0776  -0.87
S  5.0999  -1.3151  -0.4303  2.30
O  5.4914  -0.3866  -1.4573  -0.95
O  5.5716  -2.6666  -0.5265  -0.94
C  3.3230  -1.3516  -0.2975  -0.30
C  2.7483  -1.8135  0.8687  -0.19
C  1.3707  -1.8667  0.9677  -0.14
C  0.5693  -1.4763  -0.1051  -0.05
C  -0.8975  -1.5334  0.0030  -0.04
C  -1.6657  -2.0304  -1.0511  -0.16
C  -3.0436  -2.0829  -0.9494  -0.18
C  -3.6538  -1.6337  0.2054  -0.34
S  -5.4355  -1.6328  0.2895  2.31
O  -5.9615  -2.8090  -0.3357  -0.93
O  -5.8387  -1.3161  1.6304  -0.94
N  -5.7752  -0.3657  -0.7541  -0.88
C  -5.6469  0.9695  -0.2142  -0.26
C  -4.3948  1.6536  -0.7716  -0.06
O  -4.2268  2.8823  -0.1095  -0.54
C  -3.0753  3.5740  -0.5212  -0.24
C  -2.9153  -1.1402  1.2627  -0.19
C  -1.5363  -1.0934  1.1622  -0.20
C  1.1744  -1.0322  -1.2797  -0.19
C  2.5524  -0.9674  -1.3755  -0.19
H  4.0332  3.1172  -0.2499  0.17
H  2.7868  2.1343  -1.0621  0.19
H  4.4975  1.6616  -1.1829  0.20
H  4.7524  2.4154  1.8306  0.17
H  4.0961  0.8777  2.4671  0.19
H  6.2064  1.0606  0.2567  0.21
H  6.5640  0.8421  1.9875  0.22
H  6.3833  -1.3389  1.3710  0.42
H  3.3851  -2.1172  1.6835  0.24
H  0.9075  -2.2333  1.8713  0.21
H  -1.1747  -2.3946  -1.9408  0.22
H  -3.6589  -2.4736  -1.7435  0.24
H  -6.6044  -0.5489  -1.2933  0.42
H  -6.5211  1.5799  -0.4461  0.21
H  -5.5590  0.9032  0.8742  0.22
H  -3.5181  1.0063  -0.6117  0.17
H  -4.5043  1.8113  -1.8562  0.16
H  -2.1681  2.9895  -0.3223  0.17
H  -3.1135  3.8095  -1.5920  0.16
H  -3.0472  4.4976  0.0527  0.20
H  -3.4336  -0.8041  2.1467  0.25
H  -0.9483  -0.6936  1.9744  0.22
H  0.5603  -0.7164  -2.1099  0.22
H  3.0430  -0.6140  -2.2683  0.24

SMILES: COCCNS(=O)(=O)c1ccc(-c2ccc(S(=O)(=O)NCCOC)cc2)cc1
Multiplicity: 1
Total charge: 0
Relative energy (zero: lowest compared OMol25 entry of this formula, charge and spin) (kcal per mole): 20.9